Entry 1:
{"formula": "CHN2O5", "method": "wB97M-V/def2-TZVPD", "species": ["C", "N", "N", "O", "O", "O", "O", "O", "H"], "positions_angstrom": [[-0.6466, 2.8551, -0.6462], [-0.5224, 0.8242, 0.0733], [-1.0069, 0.2154, 1.1432], [0.0903, 3.3332, 0.1050], [-2.0623, 0.6446, 1.5916], [-1.3785, 2.7537, -1.5532], [-0.4680, -0.8091, 1.6579], [0.7015, 0.1625, -0.3939], [0.9455, -0.5418, 0.1498]], "forces_ev_per_angstrom": [[-0.7, 0.5, -1.1], [1.0, -2.4, 0.8], [0.9, -0.7, -1.0], [0.9, 0.6, 1.0], [-1.0, 0.9, 0.4], [-0.1, -0.3, 0.0], [0.5, 0.4, -0.6], [-1.4, 3.0, -1.8], [-0.1, -1.9, 2.2]], "homo_energy_ha": -0.1576, "total_charge": -1}


Entry 2:
{"formula": "C6H13PS3", "method": "wB97M-V/def2-TZVPD", "species": ["C", "C", "C", "C", "C", "C", "P", "S", "S", "S", "H", "H", "H", "H", "H", "H", "H", "H", "H", "H", "H", "H", "H"], "positions_angstrom": [[-2.9200, -0.0164, -1.2292], [-3.7190, 0.9643, -0.3328], [2.2877, -0.1042, -1.0193], [1.3741, 1.3003, 1.0084], [2.2259, -1.1446, 1.4110], [1.5326, -0.1977, 0.3788], [-0.1715, -0.8588, 0.1544], [-0.1842, -2.7754, 0.0724], [-1.1379, 0.3534, -1.3758], [-4.0085, 0.1081, 1.2196], [-3.0534, -1.0646, -1.0436], [-3.1263, 0.1747, -2.2762], [-3.1413, 1.9451, -0.1900], [-4.6439, 1.0911, -0.7276], [1.8089, 0.7453, -1.6130], [3.3818, -0.0261, -0.9664], [2.0234, -0.9756, -1.6685], [1.5296, 1.9410, 0.0083], [2.2135, 1.5320, 1.6520], [0.3943, 1.5284, 1.5062], [2.5841, -2.2146, 0.9046], [3.1368, -0.7650, 1.9032], [1.6131, -1.5408, 2.2234]], "forces_ev_per_angstrom": [[0.9, 1.1, -0.6], [3.9, -0.2, 1.7], [-1.8, -0.1, -0.6], [0.1, 0.0, -3.3], [1.3, -3.1, -1.3], [0.8, 1.3, 0.8], [-0.7, 0.7, 0.0], [-0.4, -0.6, -0.4], [0.9, -0.5, 0.7], [0.1, 0.2, 0.4], [-0.3, -0.4, 0.3], [-0.7, -0.1, -0.2], [-1.0, -1.4, -0.3], [-2.8, 0.7, -1.4], [1.0, -0.8, 0.9], [-0.4, 0.2, 0.2], [0.5, 0.3, 0.8], [-0.7, -0.8, 2.6], [0.1, -0.1, 0.2], [1.0, -0.3, -0.5], [-0.9, 2.9, 0.9], [-0.3, 0.4, -0.6], [-0.4, 0.5, -0.1]], "homo_energy_ha": [-0.3312, -0.2846], "total_charge": 0}


Entry 3:
{"formula": "H4P2S", "method": "wB97M-V/def2-TZVPD", "species": ["P", "P", "S", "H", "H", "H", "H"], "positions_angstrom": [[0.5878, 0.3820, -0.7393], [3.4394, -0.6981, -0.1040], [2.2493, 0.8931, 0.2182], [0.0432, 1.6560, -0.2013], [-1.8612, 0.4892, -3.2114], [-2.5815, 0.5102, -3.5447], [4.6064, 0.1163, 0.1074]], "forces_ev_per_angstrom": [[-1.6, 1.2, 0.1], [1.1, -0.2, 0.0], [0.9, 0.5, 0.3], [0.0, -1.1, -0.5], [-1.5, 0.0, -0.7], [1.5, 0.0, 0.7], [-0.3, -0.4, 0.1]], "homo_energy_ha": [-0.2958, -0.3012], "total_charge": 0}


Entry 4:
{"formula": "C37H31BrPRhTe", "method": "wB97M-V/def2-TZVPD", "species": ["Rh", "Br", "C", "C", "C", "C", "C", "C", "C", "C", "C", "C", "H", "H", "H", "H", "H", "H", "C", "C", "C", "C", "C", "C", "P", "C", "C", "C", "C", "C", "C", "C", "C", "C", "C", "C", "C", "H", "H", "H", "H", "H", "H", "H", "H", "H", "H", "H", "H", "H", "H", "C", "C", "C", "C", "C", "C", "Te", "C", "C", "C", "H", "H", "H", "H", "H", "H", "H", "H", "H", "H", "H"], "positions_angstrom": [[-0.5310, 1.1835, -1.3730], [1.1922, 0.3308, -3.2563], [1.8716, -0.9156, -1.9679], [3.0431, -1.5409, -2.2683], [3.5307, -2.5396, -1.4002], [2.8038, -2.9005, -0.3047], [1.5760, -2.2657, 0.0068], [0.7994, -2.6881, 1.1132], [-0.3850, -2.0735, 1.3911], [-0.8152, -0.9699, 0.6253], [-0.0907, -0.5118, -0.4385], [1.1029, -1.2013, -0.8097], [3.5805, -1.2897, -3.1723], [4.4656, -3.0329, -1.6307], [3.1519, -3.6921, 0.3481], [1.1610, -3.5098, 1.7193], [-0.9955, -2.4068, 2.2214], [-1.7313, -0.4660, 0.9037], [3.1981, 6.1183, -1.0747], [3.4035, 5.5628, 0.1825], [2.7904, 4.3677, 0.5231], [1.9646, 3.7200, -0.3944], [1.7720, 4.2759, -1.6554], [2.3836, 5.4750, -1.9942], [1.0510, 2.2091, 0.0203], [2.1255, 1.2769, 1.1345], [3.4542, 1.0535, 0.7707], [4.2549, 0.2190, 1.5332], [3.7329, -0.4042, 2.6600], [2.4123, -0.1877, 3.0231], [1.6066, 0.6485, 2.2622], [-0.4440, 2.7174, 0.8973], [-0.7014, 3.4633, 2.0387], [-2.0256, 3.7550, 2.3320], [-3.0404, 3.3360, 1.4740], [-2.7731, 2.5764, 0.3406], [-1.4540, 2.2292, 0.0572], [3.6771, 7.0526, -1.3371], [4.0432, 6.0627, 0.8983], [2.9563, 3.9336, 1.5019], [1.1409, 3.7648, -2.3740], [2.2278, 5.9020, -2.9763], [3.8602, 1.5289, -0.1153], [5.2838, 0.0479, 1.2440], [4.3570, -1.0604, 3.2530], [2.0007, -0.6772, 3.8964], [0.5722, 0.8066, 2.5397], [0.1031, 3.8180, 2.6729], [-2.2737, 4.3294, 3.2154], [-4.0649, 3.6088, 1.6979], [-3.5759, 2.2839, -0.3226], [-3.8049, -5.6018, 0.3184], [-3.5066, -4.2690, -0.3137], [-4.0174, -3.0921, 0.2058], [-3.7593, -1.8532, -0.3799], [-4.3916, -0.6394, 0.2416], [-2.9606, -1.7865, -1.5256], [-2.5703, 0.0406, -2.5540], [-2.4256, -2.9701, -2.0633], [-1.5145, -2.9809, -3.2626], [-2.7109, -4.1842, -1.4484], [-4.3175, -5.4800, 1.2724], [-2.8887, -6.1679, 0.4944], [-4.4425, -6.2071, -0.3294], [-4.6381, -3.1272, 1.0961], [-4.5574, -0.7909, 1.3099], [-5.3577, -0.4258, -0.2232], [-3.7712, 0.2401, 0.1070], [-0.6211, -2.3794, -3.0776], [-1.9985, -2.5546, -4.1413], [-1.2073, -4.0012, -3.4938], [-2.2872, -5.0928, -1.8652]], "forces_ev_per_angstrom": [[0.2, 0.1, -0.4], [0.1, -0.2, 0.2], [0.0, 0.1, 0.0], [0.0, 0.0, 0.0], [0.0, 0.0, 0.0], [0.0, 0.0, 0.0], [0.0, 0.0, 0.0], [0.0, 0.0, 0.0], [0.0, 0.0, 0.0], [0.0, 0.1, 0.1], [0.0, 0.3, -0.1], [0.0, -0.1, -0.1], [0.0, 0.0, 0.0], [0.0, 0.0, 0.0], [0.0, 0.0, 0.0], [0.0, 0.0, 0.0], [0.0, 0.0, 0.0], [0.0, 0.0, 0.0], [0.0, 0.0, 0.0], [0.0, 0.0, 0.0], [0.0, 0.0, 0.0], [0.0, 0.0, 0.0], [0.0, 0.0, 0.0], [0.0, 0.0, 0.0], [-0.3, 0.2, 0.3], [0.1, -0.1, -0.1], [0.0, 0.0, 0.0], [0.0, 0.0, 0.0], [0.0, 0.0, 0.0], [0.0, 0.0, 0.0], [0.0, 0.0, 0.0], [0.0, 0.0, 0.0], [0.0, 0.1, 0.0], [0.1, 0.0, 0.0], [0.0, 0.0, -0.1], [0.0, 0.1, 0.0], [0.2, -0.5, 0.3], [0.0, 0.0, 0.0], [0.0, 0.0, 0.0], [0.0, 0.0, 0.0], [0.0, 0.0, 0.0], [0.0, 0.0, 0.0], [0.0, 0.0, 0.0], [0.0, 0.0, 0.0], [0.0, 0.0, 0.0], [0.0, 0.0, 0.0], [0.0, 0.0, 0.0], [0.0, 0.0, 0.0], [0.0, 0.0, 0.0], [0.0, 0.0, 0.0], [0.0, -0.1, 0.0], [0.0, 0.0, 0.0], [0.0, 0.0, 0.0], [0.0, 0.0, 0.0], [-0.1, 0.0, -0.1], [0.0, 0.0, 0.0], [0.1, -0.1, -0.1], [-0.4, 0.1, 0.0], [0.1, 0.0, 0.1], [0.0, 0.0, 0.0], [0.0, 0.0, 0.0], [0.0, 0.0, 0.0], [0.0, 0.0, 0.0], [0.0, 0.0, 0.0], [0.0, 0.0, 0.0], [0.0, 0.0, 0.0], [0.0, 0.0, 0.0], [0.0, 0.0, 0.0], [0.0, 0.0, 0.0], [0.0, 0.0, 0.0], [0.0, 0.0, 0.0], [0.0, 0.0, 0.0]], "homo_energy_ha": -0.2461, "total_charge": 0}